Model a:
17
Properties=species:S:1:pos:R:3:lowdin_charge:R:1 method="wB97M-V/def2-TZVPD" s2=0.75 charge=+1 multiplicity=2 gap_ev="10.2 / 5.6" e_lumo_ev="-3.74 / -8.34"
N -2.767 -0.080 -1.256 0.018
C -2.442 0.455 0.037 -0.258
C -1.016 1.042 0.067 -0.137
N 0.010 0.057 -0.033 0.152
C 1.389 0.390 0.241 -0.076
C 2.206 -0.807 0.746 -0.223
O 3.296 -1.094 0.385 0.146
H -2.115 -0.789 -1.561 0.063
H -3.686 -0.516 -1.214 0.098
H -3.107 1.282 0.268 0.128
H -2.517 -0.236 0.885 0.122
H -0.947 1.732 -0.791 0.177
H -0.853 1.612 0.972 0.141
H -0.103 -0.662 -0.752 0.180
H 1.441 1.185 0.989 0.150
H 1.773 0.801 -0.709 0.176
H 1.692 -1.362 1.552 0.141

=====

Model b:
17
Properties=species:S:1:pos:R:3:lowdin_charge:R:1 method="wB97M-V/def2-TZVPD" s2=0.77 charge=+1 multiplicity=2 gap_ev="10.3 / 4.7" e_lumo_ev="-3.40 / -9.01"
N -2.506 -0.390 -1.489 0.037
C -1.438 -0.114 -0.567 -0.197
C -0.099 0.302 -1.229 -0.343
N 1.045 0.617 -0.432 0.235
C 1.088 0.636 0.965 -0.165
C 1.510 -0.725 1.719 0.014
O -0.091 0.530 -2.406 0.207
H -2.303 -1.251 -1.981 0.092
H -2.710 0.372 -2.118 0.091
H -1.328 -0.912 0.175 0.127
H -1.762 0.798 -0.038 0.138
H 1.835 0.950 -0.984 0.195
H 1.832 1.343 1.344 0.144
H 0.117 0.904 1.468 0.158
H 2.567 -0.914 1.570 0.083
H 1.275 -0.607 2.787 0.104
H 0.970 -1.538 1.215 0.083

=====

model b ends up most stable, edging out the next structure by 30.0 kJ/mol.